Entry A
This record from the Open Molecules 2025 dataset describes a structure of composition C21H20I2N2O3Ru. The level of theory is the ωB97M-V functional and the def2-TZVPD basis.

Summary:
- net charge = +1
- multiplicity = 6
- orbital gap (spin up / spin down) (eV) = 7.4 / 5.4

XYZ file:
```
49
C21H20I2N2O3Ru, DFT the ωB97M-V functional and the def2-TZVPD basis
Ru 0.31411 -0.88537 0.20693
I 2.94683 5.22560 -3.66554
C 2.73923 3.50936 -2.48109
C 3.51012 2.38677 -2.75134
C 3.34587 1.25108 -1.98476
I 4.51754 -0.45301 -2.30246
C 2.38452 1.17984 -0.94444
O 2.15930 0.06593 -0.30775
C 1.67734 2.37089 -0.64578
C 0.75113 2.33782 0.52971
N -0.42156 1.47550 0.27176
C -1.43501 1.60670 1.32157
C -2.36051 0.42444 1.36279
C -3.71504 0.53436 1.63730
C -4.46176 -0.62167 1.80449
C -3.83314 -1.85550 1.71499
C -2.48531 -1.88168 1.41017
N -1.78031 -0.76548 1.21461
C 1.84189 3.50190 -1.42139
H 4.23446 2.40482 -3.55429
H 0.43273 3.35621 0.77205
H 1.26606 1.91315 1.39468
H -0.82142 1.72149 -0.62888
H -2.00228 2.53548 1.22915
H -0.90224 1.61898 2.27581
H -4.17017 1.51107 1.73045
H -5.52024 -0.55827 2.01939
H -4.37463 -2.77745 1.87093
H -1.93862 -2.81513 1.33711
H 1.28648 4.40236 -1.18634
C 0.90821 -1.18948 -2.67240
C -0.23418 -0.42291 -2.86910
C -1.45405 -0.84145 -2.34073
C -1.52714 -2.02612 -1.61306
C -0.37153 -2.77536 -1.36462
C 0.85439 -2.35074 -1.90054
H 1.84168 -0.88498 -3.12613
H -0.17375 0.48603 -3.45403
H -2.35386 -0.26759 -2.52188
H -2.48950 -2.37434 -1.26483
H -0.43183 -3.72322 -0.84546
H 1.74386 -2.95245 -1.76829
C 1.74467 -2.11701 3.94686
C 1.18322 -1.65251 2.63494
O 0.75407 -0.47523 2.50295
O 1.13672 -2.45288 1.64868
H 2.83235 -2.14180 3.87708
H 1.39461 -3.12480 4.16042
H 1.45672 -1.43334 4.74030
```



Entry B
This record from the Open Molecules 2025 dataset describes a structure of composition C21H20I2N2O3Ru. The level of theory is the ωB97M-V functional and the def2-TZVPD basis.

Summary:
- net charge = +1
- multiplicity = 6
- orbital gap (spin up / spin down) (eV) = 8.7 / 5.5

XYZ file:
```
49
C21H20I2N2O3Ru, DFT the ωB97M-V functional and the def2-TZVPD basis
Ru -0.09416 1.03735 -0.05942
I -4.49892 -4.09783 3.99926
C -3.64782 -2.50005 3.04307
C -3.76967 -1.21903 3.59932
C -3.19221 -0.15234 2.96314
I -3.32629 1.73624 3.76187
C -2.44334 -0.34022 1.73050
O -1.87698 0.62724 1.18214
C -2.35546 -1.67989 1.17366
C -1.69877 -1.91100 -0.15995
N -0.34597 -1.34455 -0.26396
C 0.37546 -1.89917 -1.41006
C 1.62180 -1.10864 -1.73502
C 2.60206 -1.62900 -2.56962
C 3.72292 -0.86825 -2.84013
C 3.84568 0.38626 -2.25543
C 2.82698 0.83025 -1.43982
N 1.73026 0.09998 -1.19156
C -2.94768 -2.71442 1.83477
H -4.30905 -1.07990 4.52554
H -2.30796 -1.46166 -0.95061
H -1.68716 -2.98997 -0.34421
H 0.17685 -1.52580 0.59157
H -0.29558 -1.89260 -2.27384
H 0.65027 -2.94555 -1.24151
H 2.48523 -2.61969 -2.99030
H 4.50072 -1.25198 -3.48728
H 4.71647 1.00402 -2.42235
H 2.87239 1.79372 -0.94482
H -2.88901 -3.71799 1.43296
C -2.79650 1.97020 -1.51344
C -2.70320 3.10976 -0.72504
C -1.49217 3.77223 -0.62549
C -0.38103 3.33736 -1.35700
C -0.48460 2.22191 -2.19497
C -1.69252 1.51027 -2.22596
H -3.73523 1.43482 -1.58047
H -3.56360 3.46153 -0.17260
H -1.39613 4.64058 0.01222
H 0.53701 3.90836 -1.32335
H 0.32571 1.95869 -2.86088
H -1.79170 0.65710 -2.88569
C 2.14512 1.61893 3.35028
C 1.35539 1.31962 2.11402
O 0.95236 0.15548 1.86102
O 1.09865 2.27761 1.30106
H 2.05634 0.80949 4.06913
H 1.81169 2.56046 3.78230
H 3.19574 1.73611 3.07891
```



Stability verdict: entry B, ahead by 17.4 kJ/mol



Entry A
This record from the Open Molecules 2025 dataset describes an isolated molecule of C6H9NO4. The level of theory is the ωB97M-V functional and the def2-TZVPD basis.

Summary:
- orbital gap (spin up / spin down) (eV) = 8.5 / 8.5

XYZ file:
```
20
C6H9NO4, DFT the ωB97M-V functional and the def2-TZVPD basis
C 0.74938 0.78927 1.77698
C -0.68900 -1.22358 1.25077
C 0.06516 0.90289 -1.51959
C 0.73784 -0.50235 -1.42606
C -0.92099 1.05279 -0.42213
C 0.38565 -0.29502 0.89882
N 1.30468 -0.65764 -0.10771
O -0.51978 -2.49031 0.83475
O 1.72494 1.49433 1.60026
O -1.69625 -0.87623 1.82763
O -2.08694 0.41753 -0.55303
H 0.05398 0.95368 2.61733
H 0.82942 1.67312 -1.41530
H -0.41960 0.97890 -2.49413
H -0.03308 -1.26185 -1.58653
H 1.51564 -0.62127 -2.18227
H -0.89800 1.93773 0.20308
H 0.34713 -2.58570 0.40847
H 2.13085 -0.06702 0.00500
H -2.58102 0.38073 0.28367
```



Entry B
This record from the Open Molecules 2025 dataset describes an isolated molecule of C6H9NO4. The level of theory is the ωB97M-V functional and the def2-TZVPD basis.

Summary:
- orbital gap (eV) = 11.3
- SMILES = N#C[C@]1(O)O[C@@H](CO)C[C@H]1O

XYZ file:
```
20
C6H9NO4, DFT the ωB97M-V functional and the def2-TZVPD basis
C 2.64246 -0.26141 -0.31876
C -0.51230 1.23018 -0.81430
C 0.71597 1.29220 0.11422
C -0.80939 -0.26454 -0.98712
C 1.27123 -0.16940 0.15275
C -1.81309 -0.82708 0.07146
N 3.72628 -0.32926 -0.67083
O 0.42874 -0.92493 -0.88364
O 0.37327 1.71627 1.40069
O 1.15763 -0.73385 1.40009
O -1.22572 -1.83441 0.86361
H -1.34068 1.77061 -0.36248
H -0.27352 1.68868 -1.77329
H 1.48196 1.96455 -0.29836
H -1.17078 -0.49400 -1.99661
H -2.69823 -1.22067 -0.43984
H -2.13029 -0.05078 0.77097
H 0.71957 1.06110 2.03222
H 0.25924 -1.14151 1.46869
H -0.80236 -2.47175 0.27054
```



Stability verdict: entry A, ahead by 5.9 kJ/mol



Entry A
This record from the Open Molecules 2025 dataset describes an isolated molecule of C2H4NOP. The level of theory is the ωB97M-V functional and the def2-TZVPD basis.

Summary:
- orbital gap (eV) = 9.7
- SMILES = C1COP=N1

XYZ file:
```
9
C2H4NOP, DFT the ωB97M-V functional and the def2-TZVPD basis
C -0.43153 0.76543 -0.12568
C -0.36017 -0.81943 0.11541
N -1.77467 1.24876 0.10856
O -1.71472 -1.24163 -0.09250
P -2.81533 0.05239 -0.01143
H 0.20450 1.18332 0.55430
H 0.08007 1.09508 -1.08660
H 0.22160 -1.27077 -0.74514
H -0.15745 -1.06054 1.24837
```



Entry B
This record from the Open Molecules 2025 dataset describes an isolated molecule of C2H4NOP. The level of theory is the ωB97M-V functional and the def2-TZVPD basis.

Summary:
- orbital gap (eV) = 8.5
- SMILES = O=PN1CC1

XYZ file:
```
9
C2H4NOP, DFT the ωB97M-V functional and the def2-TZVPD basis
C -0.59726 -0.68230 0.26185
C -0.17686 0.58404 -0.28118
N -1.32205 0.56172 0.58534
O -3.36201 -0.94207 -0.27205
P -3.10699 0.49133 -0.11556
H -1.10931 -1.50764 -0.18000
H 0.10967 -0.88317 0.98795
H 0.53648 1.11390 0.35702
H -0.33614 1.01712 -1.30168
```



Entry C
This record from the Open Molecules 2025 dataset describes an isolated molecule of C2H4NOP. The level of theory is the ωB97M-V functional and the def2-TZVPD basis.

Summary:
- orbital gap (eV) = 9.0
- SMILES = [H]/N=C1/CP1O

XYZ file:
```
9
C2H4NOP, DFT the ωB97M-V functional and the def2-TZVPD basis
C 0.49778 -0.58427 -0.33496
C -0.53275 0.24471 -1.00198
N 1.69684 -0.98854 -0.33287
O -0.37013 0.73263 1.79283
P -1.06303 -0.36058 0.71628
H -0.28876 1.21998 -1.33936
H -1.02944 -0.26085 -1.81883
H 2.03205 -1.59056 0.52182
H -0.94257 1.58748 1.79705
```



Stability verdict: entry A, ahead by 94.4 kJ/mol



Entry A
This record from the Open Molecules 2025 dataset describes a cluster of 2 separate species, C11H12NO2 in total. The level of theory is the ωB97M-V functional and the def2-TZVPD basis.

Summary:
- net charge = -1
- orbital gap (eV) = 7.1

XYZ file:
```
26
C11H12NO2, DFT the ωB97M-V functional and the def2-TZVPD basis
C 1.17570 -3.24078 -0.83494
C -0.87088 -0.15619 -0.24288
C -0.61083 -1.52916 0.07619
C 0.51961 -1.88738 -0.75191
C 0.72138 -0.79854 -1.58894
C -1.74737 0.54344 0.58337
C -2.05714 0.07695 1.86390
C -1.71316 -1.25337 2.21082
C -0.98335 -2.03409 1.32625
N -0.04878 0.29391 -1.25729
H -1.93506 1.60076 0.37050
H -2.68071 0.65224 2.51296
H 1.03026 1.59238 -1.72318
H -1.97835 -1.77152 3.11630
H 1.51998 -0.61288 -2.29509
H -0.68237 -3.05230 1.56420
H 0.54997 -4.08645 -0.52994
H 2.09917 -3.16811 -0.29745
H 1.51218 -3.39955 -1.86254
C 0.46277 3.04971 0.20386
C 1.41217 3.30423 -0.94207
O 1.69037 2.36399 -1.82321
O 2.01307 4.36887 -0.95099
H -0.53093 3.01527 -0.22820
H 0.47262 4.00267 0.76497
H 0.65968 2.12591 0.73531
```



Entry B
This record from the Open Molecules 2025 dataset describes a cluster of 2 separate species, C11H12NO2 in total. The level of theory is the ωB97M-V functional and the def2-TZVPD basis.

Summary:
- net charge = -1
- orbital gap (eV) = 7.0

XYZ file:
```
26
C11H12NO2, DFT the ωB97M-V functional and the def2-TZVPD basis
C 2.10404 -2.04046 -2.33016
C 0.69188 -2.07080 -2.82792
O -0.12364 -2.92445 -2.47874
O 0.53032 -1.20668 -3.75643
H 2.47523 -3.12274 -2.10716
H 2.25039 -1.80180 -1.27730
H 2.68530 -1.46234 -3.12852
C -0.64102 2.17047 3.94500
C 0.23043 0.59288 0.70444
C -0.72485 1.11480 1.55198
C -0.00298 1.52040 2.71610
C 1.31981 1.24944 2.53178
C -1.38895 -0.10662 -0.91727
C 0.06725 -0.07972 -0.64106
C -2.37060 0.53240 -0.14020
C -1.97432 1.17767 0.97215
N 1.48743 0.64417 1.27444
H -1.78341 -0.61966 -1.82711
H 0.77158 -0.34801 -1.40708
H -3.29796 0.90739 -0.54297
H -2.71308 1.77058 1.47303
H 2.27141 0.41768 0.75163
H 2.30203 1.48042 2.94427
H -0.11584 3.04442 4.20226
H -0.62104 1.47582 4.76249
H -1.75419 2.43534 3.72769
```



Entry C
This record from the Open Molecules 2025 dataset describes a cluster of 2 separate species, C11H12NO2 in total. The level of theory is the ωB97M-V functional and the def2-TZVPD basis.

Summary:
- net charge = -1
- orbital gap (eV) = 6.7

XYZ file:
```
26
C11H12NO2, DFT the ωB97M-V functional and the def2-TZVPD basis
C 0.54184 3.84851 1.94978
C 0.65671 4.74070 0.65199
O 1.81735 4.74488 0.18903
O -0.39067 5.29750 0.28115
H 1.29212 4.18858 2.66958
H 0.95861 2.87624 1.65569
H -0.46690 3.68936 2.34689
C -0.56652 -4.27547 -0.64764
C 0.06322 -0.63538 -1.18830
C -0.60270 -1.63334 -0.44054
C -0.32486 -2.86664 -1.12859
C 0.49872 -2.60221 -2.21995
C -0.15597 0.85657 0.59773
C 0.30337 0.66813 -0.64971
C -0.99396 -0.05316 1.34148
C -1.18557 -1.31068 0.81893
N 0.61306 -1.23143 -2.29365
H 0.16124 1.71280 1.23755
H 0.75982 1.42200 -1.27663
H -1.38245 0.25574 2.31482
H -1.96640 -1.91196 1.27858
H 1.22925 -0.76494 -2.93143
H 1.09877 -3.13897 -2.92566
H 0.13559 -4.66166 0.13229
H -0.51501 -4.91401 -1.54968
H -1.57866 -4.30117 -0.21370
```



Stability verdict: entry A, ahead by 89.2 kJ/mol